[1]
Computed, not measured: C25H19ClN3O3OsS3 as an isolated structure, with wB97M-V/def2-TZVPD.

Output
Total charge   +1
Multiplicity   1
E   -84337.2128 eV
Highest occupied orbital energy (spin up / spin down)   -10.3609 / -10.3598 eV

Geometry (Å):
Os 0.513 -0.914 0.077
C 0.589 2.191 -3.011
C 1.950 2.318 -3.218
C 2.829 1.501 -2.518
C 2.326 0.583 -1.619
N 0.988 0.483 -1.407
C 0.143 1.258 -2.093
C 3.178 -0.328 -0.811
C 4.554 -0.421 -0.843
C 5.183 -1.283 0.049
C 4.447 -2.030 0.951
C 3.065 -1.926 0.925
N 2.486 -1.093 0.050
C 2.101 -2.611 1.809
C 2.454 -3.608 2.697
C 1.475 -4.192 3.484
C 0.166 -3.761 3.366
C -0.130 -2.774 2.447
N 0.810 -2.212 1.681
H -0.128 2.800 -3.543
H 2.333 3.050 -3.917
H 3.894 1.585 -2.674
H -0.909 1.120 -1.879
H 5.138 0.165 -1.537
H 6.262 -1.358 0.048
H 4.942 -2.679 1.658
H 3.480 -3.940 2.761
H 1.733 -4.984 4.174
H -0.627 -4.191 3.960
H -1.140 -2.421 2.288
S -0.164 -5.279 -0.380
C 0.706 -4.002 -0.954
S -0.206 -2.531 -1.161
S 2.331 -4.098 -1.287
C -5.605 1.404 -0.071
C -4.453 2.279 -0.471
C -4.503 3.080 -1.600
C -3.409 3.850 -1.976
Cl -3.509 4.849 -3.392
C -2.246 3.824 -1.240
C -2.178 3.028 -0.099
C -3.280 2.282 0.289
O -3.308 1.481 1.405
C -2.105 1.356 2.110
C -1.110 0.541 1.316
O 0.143 0.708 1.455
O -1.492 -0.323 0.474
H -6.444 1.537 -0.751
H -5.938 1.630 0.943
H -5.311 0.353 -0.080
H -5.402 3.103 -2.202
H -1.396 4.420 -1.543
H -1.252 3.014 0.461
H -2.329 0.848 3.048
H -1.646 2.318 2.351

[2]
Computed, not measured: C3H7NO7Tl as an isolated structure, with wB97M-V/def2-TZVPD.

Output
Total charge   +1
Multiplicity   1
E   -23720.8974 eV
Highest occupied orbital energy   -14.5875 eV

Geometry (Å):
Tl 12.452 14.351 -6.037
N 13.475 12.005 -7.004
O 14.118 13.014 -7.151
O 13.831 10.848 -7.021
O 12.288 12.292 -6.907
O 10.958 15.686 -6.742
H 10.799 16.310 -7.476
C 9.244 10.695 -3.785
O 9.880 11.894 -4.300
C 11.172 11.892 -4.797
O 11.723 12.944 -5.229
O 11.770 10.693 -4.539
C 13.181 10.514 -4.606
H 8.759 10.176 -4.612
H 8.379 11.089 -3.252
H 9.869 9.994 -3.232
H 13.547 9.491 -4.512
H 13.693 10.909 -3.729
H 13.539 10.987 -5.520

The strongest force on any atom results, record by record, are as follows: 1.7; 14.6 eV/A.